Molecular formula: C7H18ClNSi
Method: DFT, wB97M-V/def2-TZVPD

Each line ends with the natural charge from an NBO analysis.
Positions of all 28 atoms, in Å:
C  -2.1946  -1.0727  -0.9386  -0.61
C  0.0037  -1.9292  -0.0651  -0.63
C  -1.6868  -0.8804  1.4538  -0.62
C  -1.3154  1.6384  0.0171  -0.41
C  1.9297  0.7889  -1.8484  -1.28
C  2.3077  1.4717  1.4445  -1.20
C  -1.0661  -0.8211  0.0990  0.15
N  -0.4044  0.4952  0.0450  -1.00
Si  1.2972  0.8061  -0.0898  2.17
Cl  4.1558  -1.1338  0.1618  -0.85
H  -2.9771  -0.3237  -0.8099  0.20
H  -1.8315  -0.9650  -2.0154  0.21
H  -2.6569  -1.9532  -0.7469  0.22
H  0.7224  -1.7799  0.6962  0.23
H  0.4327  -1.7628  -1.0824  0.22
H  -0.3110  -3.0199  -0.0531  0.25
H  -2.5707  -0.2594  1.4843  0.20
H  -1.9846  -1.8175  1.7425  0.22
H  -0.9261  -0.5506  2.2164  0.21
H  -2.1674  1.3810  -0.5493  0.21
H  -1.7178  1.9229  1.1150  0.19
H  -0.8483  2.5394  -0.4707  0.21
H  1.0775  0.8245  -2.5655  0.25
H  2.6912  1.6223  -2.1236  0.29
H  2.4957  -0.1403  -2.0497  0.33
H  1.6132  1.5976  2.2751  0.25
H  3.1965  0.8028  1.5001  0.34
H  2.7356  2.5189  1.1575  0.26

HOMO energy: -7.93 eV
relative energy (zero: lowest compared OMol25 entry of this formula, charge and spin): 2.4972 eV
LUMO energy: -0.0401 Ha

=====

Molecular formula: C7H18FGaI2OP2
Method: DFT, wB97M-V/def2-TZVPD

Each line ends with the natural charge from an NBO analysis.
Positions of all 32 atoms, in Å:
I  -1.8276  3.1452  -1.4310  0.56
I  2.5930  3.1340  -1.4963  0.12
Ga  -0.9192  1.0240  -0.4526  1.03
P  -0.2272  0.8677  2.0442  0.95
C  0.4727  2.4983  2.4128  -0.96
C  -1.5160  0.6122  3.2985  -0.94
H  -1.1815  1.0113  4.2722  0.27
H  1.2388  -0.0836  3.7195  0.28
H  -1.7183  -0.4653  3.4271  0.28
H  0.8195  -1.3085  2.5074  0.26
H  -0.1862  3.2857  2.0069  0.25
H  -2.4536  1.0922  2.9866  0.27
C  1.0966  -0.2622  2.6595  -0.93
H  0.5610  2.6176  3.5097  0.28
H  2.0683  -0.1326  2.1774  0.25
H  1.4760  2.5965  1.9625  0.26
P  -0.3137  -1.0382  -1.9460  0.95
C  0.3418  -0.3109  -3.4722  -0.96
C  1.0021  -2.2606  -1.5196  -0.93
H  -1.8362  -2.9209  -1.7373  0.28
H  -1.3533  -2.6536  -3.4336  0.27
H  -2.5745  -1.5787  -2.6387  0.27
C  -1.6443  -2.1450  -2.4982  -0.94
H  0.7502  -2.7991  -0.6019  0.26
H  1.0955  -2.9713  -2.3339  0.28
H  0.3855  -1.0874  -4.2595  0.28
H  1.3603  0.0817  -3.3046  0.26
H  1.9932  -1.8293  -1.3540  0.25
H  -0.3156  0.5120  -3.8024  0.25
C  1.1500  0.6099  -0.3170  0.44
O  2.2800  0.3826  -0.2667  -0.47
F  -2.6172  0.3763  -0.1190  -0.72

HOMO energy (spin up / spin down): -16.38 / -16.47 eV
relative energy (zero: lowest compared OMol25 entry of this formula, charge and spin): 1.5928 eV
LUMO energy (spin up / spin down): -0.3504 / -0.4282 Ha
net charge: +2

=====

Molecular formula: C7H18FI2LuOP2
Method: DFT, wB97M-V/def2-TZVPD

Each line ends with the natural charge from an NBO analysis.
Positions of all 32 atoms, in Å:
I  1.2361  -2.5493  -0.5608  0.19
I  -1.8777  2.6234  0.6621  0.31
Lu  -0.0041  0.3710  0.0235  1.41
P  2.4534  0.9802  0.7078  0.79
C  2.8708  0.5744  2.4176  -0.93
C  3.6480  0.2714  -0.4816  -0.92
H  4.5188  0.9161  -0.3069  0.26
H  3.3283  3.1234  0.4751  0.28
H  3.2647  0.3421  -1.5104  0.26
H  1.8181  2.9830  -0.5768  0.25
H  2.7628  -0.5334  2.4938  0.27
H  3.7908  -0.7860  -0.2311  0.26
C  2.2771  2.7777  0.4159  -0.94
H  3.8628  0.9904  2.6171  0.27
H  1.6096  3.2064  1.1865  0.28
H  2.0647  1.0010  3.0608  0.29
P  -2.1933  -0.8815  -0.9971  0.73
C  -3.1961  -1.8417  0.1908  -0.93
C  -3.2544  0.4862  -1.6434  -0.92
H  -1.1529  -1.4458  -3.1007  0.25
H  -2.8631  -2.0666  -3.0052  0.27
H  -1.4645  -2.9021  -2.1236  0.25
C  -1.9009  -1.9472  -2.4627  -0.92
H  -2.6045  1.1638  -2.2236  0.24
H  -4.0662  0.0527  -2.2679  0.28
H  -4.1357  -2.1764  -0.3215  0.28
H  -3.4174  -1.1870  1.0622  0.26
H  -3.6180  1.0757  -0.7752  0.25
H  -2.5931  -2.7089  0.5367  0.26
C  -0.6121  -1.3809  1.8212  0.49
O  -0.6521  -1.4188  2.9901  -0.39
F  0.1001  0.8867  1.9274  -0.73

HOMO energy (spin up / spin down): -15.57 / -15.65 eV
LUMO energy (spin up / spin down): -0.3878 / -0.3796 Ha
net charge: +2

=====

Molecular formula: C7H18IN2
Method: DFT, wB97M-V/def2-TZVPD

Each line ends with the natural charge from an NBO analysis.
Positions of all 28 atoms, in Å:
C  0.5492  -2.6014  -0.7059  -0.46
N  0.3123  -1.4846  0.1199  -0.47
C  0.6822  -1.8036  1.4830  -0.42
C  0.8262  -0.1060  -0.4953  0.24
N  0.6239  -0.2913  -1.8513  -0.93
I  2.9194  0.2402  0.0839  0.13
C  -0.2317  1.3191  0.0420  0.09
C  -1.6611  0.8284  -0.2969  -0.64
C  0.0053  1.6054  1.4985  -0.66
C  0.2163  2.4012  -0.9316  -0.65
H  -0.0617  -2.5421  -1.6534  0.25
H  1.6480  -2.7859  -0.8346  0.25
H  0.1130  -3.5585  -0.2033  0.25
H  -0.7342  -1.2147  0.0922  0.46
H  0.8026  -0.9486  2.0059  0.23
H  -0.0432  -2.5047  1.9275  0.24
H  1.6852  -2.4112  1.5523  0.25
H  1.2058  -1.0605  -2.3517  0.40
H  0.6573  0.5242  -2.4237  0.42
H  -2.2483  0.7506  0.6091  0.23
H  -2.1273  1.5181  -0.8380  0.24
H  -1.6677  -0.1609  -0.7274  0.19
H  1.0630  1.8087  1.7865  0.25
H  -0.7231  2.3534  1.8535  0.25
H  -0.2500  0.6260  2.0445  0.19
H  -0.1270  3.3692  -0.5590  0.24
H  1.2509  2.3963  -0.9671  0.23
H  -0.2704  2.2493  -1.7935  0.21

HOMO energy: -13.11 eV
SMILES: C[NH+](C)[C@](N)(I)C(C)(C)C
relative energy (zero: lowest compared OMol25 entry of this formula, charge and spin): 2.1288 eV
LUMO energy: -0.1093 Ha
net charge: +1

=====

Molecular formula: C7H18N
Method: DFT, wB97M-V/def2-TZVPD

Each line ends with the natural charge from an NBO analysis.
Positions of all 26 atoms, in Å:
C  0.2516  0.9121  -1.3280  -0.40
C  1.5214  0.3724  -1.9894  -0.40
C  0.4576  1.1080  0.1755  -0.41
C  1.9750  -0.9289  -1.3244  -0.40
C  0.9112  -0.1933  0.8405  -0.40
C  2.1810  -0.7331  0.1791  -0.40
H  -0.5702  0.1873  -1.4855  0.15
H  -0.0476  1.8678  -1.7997  0.23
H  2.3260  1.1258  -1.8880  0.21
H  1.3482  0.2082  -3.0704  0.22
H  -0.4772  1.4705  0.6447  0.16
H  1.2348  1.8804  0.3329  0.23
H  2.9098  -1.2915  -1.7936  0.23
H  1.1978  -1.7014  -1.4818  0.19
H  0.1065  -0.9468  0.7392  0.15
H  1.0844  -0.0291  1.9215  0.22
H  2.4803  -1.6888  0.6508  0.22
H  3.0028  -0.0082  0.3366  0.21
C  -2.7639  -0.0876  2.0252  -0.44
N  -2.7090  -0.3172  0.5472  -0.69
H  -2.7265  0.9923  2.2469  0.25
H  -1.9097  -0.5784  2.5213  0.25
H  -3.6978  -0.5003  2.4426  0.25
H  -3.5127  0.1438  0.0748  0.45
H  -1.8299  0.0704  0.1488  0.47
H  -2.7440  -1.3343  0.3330  0.45

HOMO energy: -13.82 eV
relative energy (zero: lowest compared OMol25 entry of this formula, charge and spin): 0.0000 eV
LUMO energy: -0.1376 Ha
net charge: +1

=====

Molecular formula: C7H18N2
Method: DFT, wB97M-V/def2-TZVPD

Each line ends with the natural charge from an NBO analysis.
Positions of all 27 atoms, in Å:
C  -1.1661  -1.9529  0.4469  -0.63
C  -0.6416  -1.0281  -0.6609  -0.01
C  -1.7400  -0.9078  -1.7330  -0.62
C  0.6014  -1.6720  -1.2914  -0.62
C  -0.3011  0.5868  -0.1518  -0.03
N  0.4757  1.3281  -1.1040  -0.89
C  0.4016  0.4471  1.1690  -0.41
C  0.7645  1.9567  1.7952  -0.21
N  2.1947  1.9883  2.0555  -0.85
H  -0.3834  -2.2139  1.1672  0.21
H  -1.9965  -1.4910  0.9911  0.21
H  -1.5218  -2.9087  0.0389  0.21
H  -2.0115  -1.8901  -2.1419  0.20
H  -1.4269  -0.2831  -2.5751  0.20
H  -2.6563  -0.4781  -1.3120  0.21
H  0.3890  -2.6930  -1.6362  0.21
H  0.9504  -1.1134  -2.1666  0.20
H  1.4266  -1.7497  -0.5763  0.21
H  -1.2716  1.0725  -0.0070  0.16
H  0.3897  2.3341  -1.0164  0.37
H  0.4930  1.0559  -2.0874  0.38
H  -0.2099  -0.0460  1.9266  0.20
H  1.3402  -0.1046  1.0771  0.22
H  0.4850  2.7868  1.1444  0.15
H  0.1908  2.0817  2.7197  0.19
H  2.4652  2.7268  2.7033  0.35
H  2.7591  2.1676  1.2248  0.36

HOMO energy: -8.85 eV
SMILES: CC(C)(C)[C@H](N)CCN
relative energy (zero: lowest compared OMol25 entry of this formula, charge and spin): 1.0227 eV
LUMO energy: 0.0337 Ha

=====

Molecular formula: C7H18N2
Method: DFT, wB97M-V/def2-TZVPD

Each line ends with the natural charge from an NBO analysis.
Positions of all 27 atoms, in Å:
C  -1.7168  1.5999  1.0581  -0.69
C  -0.8229  0.4274  1.3545  0.40
C  0.4585  0.7479  2.0690  -0.69
N  -1.1874  -0.7978  1.3031  -0.70
H  -1.1655  2.3917  0.5606  0.23
H  -2.5683  1.3069  0.4468  0.22
H  -2.0963  2.0008  1.9995  0.23
H  0.2621  0.7961  3.1447  0.24
H  0.8612  1.7062  1.7540  0.22
H  1.1925  -0.0372  1.9010  0.23
H  -2.1107  -0.9342  0.8970  0.34
C  -0.7277  0.5774  -1.8462  -0.44
C  0.3933  0.5755  -1.1391  -0.24
C  1.3442  1.7313  -1.1203  -0.67
H  -1.0527  1.4250  -2.4409  0.17
H  -1.3908  -0.2777  -1.8493  0.18
H  0.7423  -0.5348  -0.7066  0.29
H  1.7813  1.9015  -2.1089  0.22
H  0.8465  2.6585  -0.8296  0.20
H  2.1605  1.5560  -0.4214  0.21
C  0.5789  -2.9782  -1.0692  -0.41
N  0.9565  -2.0120  -0.0420  -0.88
H  -0.2040  -2.5353  -1.6816  0.19
H  1.4357  -3.1776  -1.7146  0.19
H  0.2082  -3.9246  -0.6594  0.17
H  0.1358  -1.7953  0.5905  0.41
H  1.6854  -2.3975  0.5504  0.36

HOMO energy: -8.32 eV
SMILES: CC(C)=N.C=CC.CN
relative energy (zero: lowest compared OMol25 entry of this formula, charge and spin): 2.4724 eV
LUMO energy: 0.0375 Ha

=====

Molecular formula: C7H18N2O
Method: DFT, wB97M-V/def2-TZVPD

Each line ends with the natural charge from an NBO analysis.
Positions of all 28 atoms, in Å:
C  -1.1389  0.4240  1.0092  0.19
C  1.8337  -1.3221  1.6230  -0.41
C  -1.1804  1.9239  1.0249  -0.68
C  -2.4457  -0.2958  0.8214  -0.68
N  1.3869  -0.2375  0.7717  -0.70
H  1.8768  0.6309  0.9589  0.35
H  -0.7013  0.0642  1.9344  0.22
H  1.9729  -1.0450  2.6720  0.19
H  1.1080  -2.1300  1.5240  0.21
H  2.7886  -1.7412  1.2853  0.18
H  -2.2061  -1.3226  0.5303  0.24
H  -0.2021  2.3505  1.2500  0.22
H  -1.8226  2.2605  1.8480  0.23
H  -1.5467  2.3156  0.0775  0.21
H  -3.0062  0.1567  0.0040  0.21
H  -3.0247  -0.2483  1.7509  0.23
C  -1.1938  -0.3593  -1.9804  -0.44
C  2.3013  0.1725  -1.5007  -0.68
N  -0.4009  0.1782  -0.8794  -0.54
C  1.2041  -0.5478  -0.6784  0.65
O  1.0444  -1.7746  -0.9604  -0.82
H  -0.1127  1.1124  -1.1616  0.36
H  -0.6848  -0.4548  -2.9454  0.23
H  -1.4896  -1.3663  -1.6875  0.22
H  -2.0967  0.2293  -2.1718  0.19
H  2.0514  0.1027  -2.5591  0.21
H  2.4234  1.2311  -1.2489  0.18
H  3.2616  -0.3071  -1.3117  0.23

HOMO energy: -7.60 eV
relative energy (zero: lowest compared OMol25 entry of this formula, charge and spin): 4.3420 eV
LUMO energy: 0.0228 Ha